(1)
{
  "formula": "C6H9NO2",
  "method": "the ωB97M-V functional and the def2-TZVPD basis",
  "elements": ["C", "C", "C", "C", "C", "C", "H", "H", "H", "H", "H", "H", "H", "H", "H", "N", "O", "O"],
  "xyz": [[1.31847, 0.43423, 0.25320], [0.45679, 1.61999, -0.36766], [-1.75603, 0.24411, 0.08485], [-1.28648, -1.19361, 0.39059], [-0.43414, -0.92491, -0.75020], [1.03471, -0.92906, -0.38255], [2.77228, -0.40248, 0.23216], [0.93730, 0.10341, 1.43937], [0.83471, 2.47285, -1.28117], [-0.16361, 2.31823, 0.58096], [-1.76295, 1.13050, 1.15628], [-2.73383, 0.44058, -0.51640], [-2.08205, -2.08948, 0.48263], [-0.54047, -1.13945, 1.64118], [-0.54662, -1.60790, -1.69528], [-0.74607, 0.58259, -0.93564], [2.66683, 0.58225, 0.05122], [2.03115, -1.64184, -0.38354]],
  "forces_ev_per_a": [[-1.0, 1.8, 0.9], [-3.1, -0.3, 0.8], [-3.1, 4.5, 2.4], [-1.5, -0.2, 5.3], [4.1, -1.6, -4.5], [0.8, 1.0, 0.6], [2.2, 0.9, -0.7], [1.1, 1.7, -2.7], [-0.8, -3.3, 2.9], [2.0, -2.2, -3.1], [-0.1, -2.7, -3.2], [1.0, -0.9, 1.8], [2.1, 2.2, -0.5], [-2.5, -0.5, -4.0], [-0.2, 1.5, 1.5], [1.2, -0.1, 1.2], [0.2, -0.4, 2.0], [-2.5, -1.1, -0.7]],
  "lowdin_charge": [-0.396, -0.025, -0.273, -0.141, -0.306, -0.291, 0.073, 0.194, 0.176, 0.151, 0.175, 0.122, 0.147, 0.208, 0.189, -0.081, -0.033, 0.108],
  "spin_multiplicity": 1,
  "gap_ev": 9.42,
  "e_above_lowest_kcal_mol": 194.6
}



(2)
{
  "formula": "C6H18InO5",
  "method": "the ωB97M-V functional and the def2-TZVPD basis",
  "elements": ["In", "C", "C", "O", "H", "H", "H", "H", "H", "H", "C", "C", "O", "O", "H", "H", "H", "H", "H", "H", "C", "C", "O", "O", "H", "H", "H", "H", "H", "H"],
  "xyz": [[0.48010, 0.58441, 0.44447], [0.64161, -0.57292, -4.45802], [0.29267, 0.67132, -3.62051], [-0.20374, 0.20524, -2.33185], [1.01997, -0.21387, -5.42001], [-0.23500, -1.21286, -4.55586], [1.40880, -1.17409, -3.97099], [-0.46565, 1.26655, -4.12792], [1.17768, 1.29430, -3.49961], [-1.06764, -0.18714, -2.53140], [2.56529, -1.71589, 1.74341], [1.81897, -1.47778, 3.01128], [0.50307, -1.21973, 2.60436], [2.55387, -0.48452, 0.93689], [2.16017, -2.51870, 1.12788], [3.61493, -1.98714, 1.88989], [2.16986, -0.64095, 3.62443], [1.86279, -2.31228, 3.72150], [-0.09586, -1.29966, 3.35911], [3.38840, -0.00270, 1.06132], [-2.68144, 1.19822, 0.39299], [-2.58493, 1.58652, 1.81955], [-1.56289, 0.90099, 2.44679], [-1.31205, 1.25598, -0.15218], [-3.37096, 1.82707, -0.17161], [-3.00952, 0.17167, 0.21384], [-3.57250, 1.41195, 2.25505], [-2.42124, 2.66238, 1.93116], [-1.73202, 0.70564, 3.37652], [-1.34273, 1.27796, -1.12048]],
  "forces_ev_per_a": [[0.6, -2.3, 1.7], [-0.1, 0.6, 0.7], [0.9, -0.7, -1.8], [-0.2, 0.6, 1.6], [-0.2, -0.3, 0.0], [-0.1, 0.1, -0.4], [0.2, 0.1, 0.0], [-0.2, 0.1, 0.3], [-0.1, 0.0, 0.5], [0.1, -0.5, 0.1], [0.7, -0.8, 0.3], [0.7, -0.1, 1.2], [-1.2, 0.7, -1.1], [-1.5, 1.0, -1.1], [-0.4, 0.2, 0.0], [0.1, 0.4, 0.1], [0.4, 0.2, -0.4], [0.0, -0.4, -0.6], [-0.3, 0.1, -0.2], [0.0, 0.4, -0.1], [-1.0, -1.1, 0.5], [-1.8, 1.6, 0.3], [1.8, -1.2, -0.3], [0.3, 0.7, -0.6], [0.6, 0.5, -0.1], [0.1, -0.1, 0.4], [0.0, -0.2, 0.1], [0.1, 0.1, -0.2], [-0.1, 0.2, 0.0], [0.5, 0.0, -0.9]],
  "lowdin_charge": [1.748, -0.035, -0.220, -0.138, 0.112, 0.091, 0.086, 0.135, 0.128, 0.119, -0.099, -0.192, -0.073, -0.068, 0.157, 0.176, 0.153, 0.172, 0.137, 0.159, -0.065, -0.216, -0.056, -0.125, 0.176, 0.159, 0.172, 0.158, 0.145, 0.104],
  "charge": 3,
  "spin_multiplicity": 1,
  "gap_ev": 4.78,
  "e_above_lowest_kcal_mol": 0.0
}



(3)
{
  "formula": "C11H16N4",
  "method": "the ωB97M-V functional and the def2-TZVPD basis",
  "elements": ["C", "C", "C", "C", "C", "C", "C", "C", "C", "C", "C", "N", "N", "N", "N", "H", "H", "H", "H", "H", "H", "H", "H", "H", "H", "H", "H", "H", "H", "H", "H"],
  "xyz": [[0.15285, 0.86143, 2.32804], [-1.29788, -3.19036, 0.91660], [-0.87088, -2.35158, 1.87215], [0.66616, -2.54872, 0.44658], [-0.93465, 1.60284, -2.35580], [0.51173, 1.15154, -2.28058], [-1.50453, 1.88491, -0.99850], [0.74535, 0.06356, -1.21759], [-1.18540, 0.76311, 0.05303], [2.34107, 0.50807, 1.53982], [0.90244, 0.60655, 1.19220], [-0.47396, 1.17402, 3.22366], [-0.30249, -3.32585, -0.02945], [0.41857, -2.06996, 1.69768], [0.32299, 0.47515, 0.00789], [-2.40735, -3.48673, 0.83119], [-1.36829, -1.86580, 2.70656], [1.71145, -2.63338, 0.12594], [-0.99930, 2.53783, -3.07510], [-1.52150, 0.84765, -2.86897], [0.83226, 0.87424, -3.27937], [1.22284, 2.11553, -2.10874], [-1.21545, 2.73268, -0.45756], [-2.55103, 1.97101, -1.09505], [0.20688, -0.78095, -1.66755], [1.81327, -0.14014, -1.22770], [-1.45261, 1.05644, 1.05104], [-1.56243, -0.21654, -0.34260], [2.97098, 0.39430, 0.63105], [2.39258, 1.36813, 2.28176], [2.43634, -0.37898, 2.09936]],
  "forces_ev_per_a": [[-1.1, 0.2, 0.3], [-2.7, -0.5, -1.8], [-0.2, 0.9, 2.5], [1.1, -1.6, 1.5], [0.6, 2.0, -1.6], [1.7, 3.2, 0.0], [0.2, -1.9, 1.2], [2.3, 0.0, -4.2], [0.7, -1.3, -3.1], [-0.5, 1.3, -0.8], [1.3, -2.3, -3.6], [-0.6, 0.4, 1.4], [-0.8, 0.0, -0.4], [1.4, 2.1, -1.1], [-3.0, 2.2, 5.6], [2.1, 0.0, -0.3], [-0.3, -0.5, 0.0], [-0.4, 0.2, -0.4], [0.1, -1.7, 1.6], [-0.2, -0.3, 0.1], [0.1, -0.7, 0.0], [-1.6, -2.1, 0.1], [0.9, 1.9, 0.0], [-1.4, -0.1, 0.1], [0.0, -0.4, 1.2], [0.0, -0.4, 0.2], [-0.5, -0.3, 0.0], [-0.3, 0.7, 1.0], [-0.1, 0.8, 0.9], [1.2, -0.7, -1.3], [0.1, -1.2, 0.9]],
  "lowdin_charge": [-0.206, -0.251, -0.300, -0.379, -0.214, -0.178, -0.159, -0.186, -0.032, 0.025, -0.218, 0.259, -0.001, -0.012, -0.003, 0.100, 0.080, 0.089, 0.156, 0.114, 0.107, 0.161, 0.098, 0.103, 0.151, 0.131, 0.095, 0.154, 0.107, 0.131, 0.077],
  "spin_multiplicity": 1,
  "gap_ev": 5.37,
  "e_above_lowest_kcal_mol": 81.0
}



(4)
{
  "formula": "C5H10O",
  "method": "the ωB97M-V functional and the def2-TZVPD basis",
  "elements": ["C", "C", "O", "C", "C", "C", "H", "H", "H", "H", "H", "H", "H", "H", "H", "H"],
  "xyz": [[0.75309, -1.17817, 1.04950], [0.57906, 0.04121, 0.07804], [1.68350, 0.56501, -0.41365], [-0.52992, 1.15264, 0.48029], [-1.42931, 0.62027, -0.65633], [-0.33850, -0.32705, -1.17261], [-0.21046, -1.33311, 1.44010], [0.88780, -2.14990, 0.53796], [1.49872, -0.94470, 1.78961], [2.38096, 0.33572, 0.13994], [-0.89912, 1.10443, 1.56440], [-0.08031, 2.16183, 0.27851], [-1.82722, 1.24550, -1.39718], [-2.33486, 0.03416, -0.27907], [0.23969, -0.00727, -2.14793], [-0.37312, -1.32056, -1.29159]],
  "forces_ev_per_a": [[-0.1, 0.9, -2.0], [-4.5, -1.7, -0.3], [2.1, 1.7, -1.7], [1.0, -0.1, 0.9], [-1.3, -2.5, 1.3], [2.7, 4.1, -0.5], [-1.2, 0.0, 1.3], [0.8, 0.7, -0.1], [0.2, -0.3, 0.5], [2.3, -0.3, 1.4], [0.3, 0.1, -1.6], [-0.5, -0.9, 0.2], [-0.3, 1.4, -0.8], [1.1, 0.7, -0.2], [-1.3, 0.0, 1.9], [-1.3, -3.8, -0.2]],
  "lowdin_charge": [0.004, -0.581, 0.038, -0.090, -0.177, -0.107, 0.058, 0.090, 0.075, 0.070, 0.117, 0.113, 0.071, 0.123, 0.150, 0.045],
  "spin_multiplicity": 1,
  "smiles": "CC1(O)CCC1",
  "gap_ev": 10.31,
  "e_above_lowest_kcal_mol": 47.6
}



(5)
{
  "formula": "C17H13CoN4Se4",
  "method": "the ωB97M-V functional and the def2-TZVPD basis",
  "elements": ["Co", "C", "C", "C", "C", "C", "C", "N", "C", "C", "C", "C", "C", "C", "N", "N", "C", "C", "C", "C", "C", "N", "H", "H", "H", "H", "H", "H", "H", "H", "H", "H", "H", "H", "H", "Se", "Se", "Se", "Se"],
  "xyz": [[-0.09380, -0.18157, -0.22148], [3.82190, 2.10365, -3.44185], [3.51462, 0.75064, -3.47578], [2.86390, 0.15216, -2.40668], [2.50380, 0.89416, -1.28223], [2.81443, 2.25558, -1.25915], [3.46753, 2.85201, -2.32639], [1.80229, 0.27917, -0.23271], [2.30912, 0.32101, 1.02566], [3.60118, 0.72838, 1.42084], [3.98325, 0.64446, 2.74580], [3.11366, 0.16046, 3.73219], [1.84257, -0.24609, 3.37796], [1.43960, -0.15889, 2.04388], [0.21581, -0.51976, 1.54277], [-0.72837, -0.99863, 2.34157], [-1.82063, -1.26925, 1.61548], [-2.98758, -1.80243, 2.21905], [-4.08199, -2.06811, 1.44916], [-4.04224, -1.80501, 0.06613], [-2.88848, -1.28513, -0.46230], [-1.79227, -1.02549, 0.26749], [4.32337, 2.57293, -4.27941], [3.77730, 0.15672, -4.34335], [2.61086, -0.90042, -2.42535], [2.51530, 2.83898, -0.39688], [3.68736, 3.91277, -2.29411], [4.29683, 1.09319, 0.67654], [4.98358, 0.95790, 3.02279], [3.43628, 0.10609, 4.76438], [1.13844, -0.62664, 4.10547], [-2.97027, -1.97931, 3.28535], [-4.97866, -2.47620, 1.90058], [-4.89192, -1.99792, -0.57296], [-2.80483, -1.04988, -1.51595], [-0.58414, 0.28237, -2.61892], [-2.01086, 2.54508, -5.35369], [-2.73359, 3.90810, -3.86262], [-1.00808, 1.94763, -1.14671]],
  "forces_ev_per_a": [[0.2, 0.1, -0.8], [0.0, 0.0, 0.0], [0.0, 0.0, 0.0], [0.1, 0.0, 0.0], [0.2, 0.1, -0.2], [0.0, -0.1, 0.0], [0.0, 0.0, 0.0], [-0.5, -0.1, -0.1], [0.0, -0.1, 0.2], [0.0, 0.0, -0.1], [-0.1, 0.0, 0.0], [0.0, 0.0, 0.0], [-0.1, 0.0, -0.1], [0.3, 0.0, 0.1], [-0.5, 0.3, 0.8], [0.7, 0.0, -0.1], [-0.5, -0.1, -0.4], [0.2, 0.1, 0.0], [-0.1, 0.0, -0.2], [0.0, -0.1, 0.2], [0.0, 0.1, -0.1], [0.0, 0.0, 0.2], [0.0, 0.0, 0.0], [0.0, 0.0, 0.0], [0.0, 0.0, 0.0], [0.0, 0.0, 0.0], [0.0, 0.0, 0.0], [0.0, 0.0, 0.0], [0.0, 0.0, 0.0], [0.0, 0.0, 0.0], [0.0, 0.0, 0.0], [0.0, 0.0, 0.0], [0.0, 0.0, 0.0], [0.0, 0.0, 0.0], [0.1, 0.0, 0.0], [0.0, -0.5, -0.4], [0.1, -0.2, -0.1], [0.0, 0.1, 0.3], [-0.1, 0.3, 0.5]],
  "lowdin_charge": [0.131, -0.117, -0.105, -0.077, -0.354, -0.055, -0.097, -0.034, -0.236, -0.033, -0.117, -0.131, -0.041, -0.214, -0.085, 0.077, -0.338, -0.033, -0.100, -0.088, -0.158, -0.002, 0.088, 0.093, 0.102, 0.115, 0.094, 0.101, 0.090, 0.084, 0.095, 0.101, 0.096, 0.091, 0.050, 0.035, -0.029, -0.033, 0.036],
  "charge": -1,
  "spin_multiplicity": 4,
  "gap_ev": [5.43, 4.58]
}



(6)
{
  "formula": "C2H4INO",
  "method": "the ωB97M-V functional and the def2-TZVPD basis",
  "elements": ["C", "C", "N", "O", "I", "H", "H", "H", "H"],
  "xyz": [[0.06760, 1.28881, -0.07016], [-0.43088, 0.32391, 0.66843], [1.90306, -1.61631, -0.38779], [1.33769, 1.36756, -0.53963], [2.63028, -0.00240, 0.18576], [-0.35085, 2.24018, -0.17247], [-1.42320, 0.60986, 1.00580], [0.28075, -0.39907, 0.98715], [2.42982, -2.01584, -1.06991]],
  "forces_ev_per_a": [[1.4, -0.3, 0.6], [-0.7, 1.5, -0.2], [-2.1, 0.4, 3.0], [1.1, -0.2, -0.5], [0.2, 0.6, -0.2], [-1.3, 1.2, -0.7], [0.1, -1.0, 0.5], [-0.8, -1.2, 0.5], [2.1, -0.9, -3.0]],
  "lowdin_charge": [-0.384, -0.036, -0.550, -0.561, 1.555, 0.094, 0.067, -0.029, -0.157],
  "spin_multiplicity": 1,
  "gap_ev": 8.38,
  "e_above_lowest_kcal_mol": 107.0
}